Entry 1:
ORCA calculation (the ωB97M-V functional and the def2-TZVPD basis) on a gas-phase ion, C4H6NOS (charge +1).

⟨S²⟩ = 2.01
E_tot = -18605.632 eV
strongest force on any atom = 5.7 eV Å⁻¹
frontier orbital gap (alpha / beta) = 0.25093 / 0.24573 hartree
charge = +1
spin multiplicity = 3

Cartesian coordinates (Å):
S 2.351 -0.605 -0.074
O -0.610 2.049 0.074
N -0.219 -0.512 0.045
C 0.279 1.075 0.026
C -1.625 -0.936 0.041
C 0.816 -1.315 0.099
C 1.622 1.021 -0.089
H -0.217 2.886 -0.197
H 0.807 -2.330 0.146
H -1.581 -1.936 0.179
H -1.997 -0.849 -0.881
H -2.032 -0.261 0.835
H 2.405 1.712 -0.204

Atomic partial charges in e from the Mulliken method, atoms 1 to 8:
1. S 0.12
2. O -0.34
3. N -0.09
4. C 0.35
5. C -0.92
6. C -0.16
7. C -0.34
8. H 0.40

=====

Entry 2:
ORCA calculation (the ωB97M-V functional and the def2-TZVPD basis) on a molecular structure, C4H6NS.

E_tot = -16559.439 eV
strongest force on any atom = 4.8 eV Å⁻¹
frontier orbital gap = 0.33092 hartree
charge = +1

Cartesian coordinates (Å):
S 1.833 0.697 -0.494
N -0.827 0.727 -0.041
C -0.448 -1.389 -0.384
C -1.418 -0.430 0.325
C 0.077 -0.020 -0.875
C 1.360 1.358 0.884
H 0.288 -2.044 0.153
H -0.787 -2.198 -1.114
H 2.072 2.218 1.319
H -0.108 0.091 -1.908
H -2.422 -0.419 0.703
H 0.380 1.408 1.431

Atomic partial charges in e from the Mulliken method, atoms 1 to 8:
1. S 0.10
2. N -0.57
3. C -0.43
4. C -0.09
5. C 0.06
6. C -0.15
7. H 0.26
8. H 0.30

=====

Entry 3:
ORCA calculation (the ωB97M-V functional and the def2-TZVPD basis) on a gas-phase ion, C4H6NS2 (charge +1).

E_tot = -27393.870 eV
strongest force on any atom = 4.8 eV Å⁻¹
frontier orbital gap (alpha / beta) = 0.26507 / 0.26687 hartree
charge = +1

Cartesian coordinates (Å):
S 2.250 -1.667 -0.680
S -1.202 0.458 1.094
N -0.231 -0.286 -0.004
C -1.100 2.212 0.761
C -0.381 -1.420 -0.654
C 1.962 -0.393 0.217
C 0.573 -2.222 -1.079
H 2.492 0.456 0.627
H -1.728 2.557 -0.137
H 0.469 -3.218 -1.473
H -0.113 2.482 0.615
H -1.547 -1.659 -0.919
H -1.444 2.700 1.632

Atomic partial charges in e from the Mulliken method, atoms 1 to 8:
1. S 0.10
2. S 0.16
3. N -0.25
4. C -0.77
5. C 0.22
6. C -0.03
7. C -0.47
8. H 0.39

=====

Entry 4:
ORCA calculation (the ωB97M-V functional and the def2-TZVPD basis) on C4H6O in the gas phase.

SMILES = C1O[C@H]2C[C@@H]12
E_tot = -6288.906 eV
strongest force on any atom = 2.9 eV Å⁻¹
frontier orbital gap = 0.39304 hartree
charge = 0

Cartesian coordinates (Å):
O 0.681 0.198 -1.272
C 0.001 -0.082 0.738
C -1.206 -0.426 -0.150
C -0.520 0.861 -0.272
C 1.275 -0.246 -0.053
H 1.970 0.538 0.257
H -2.229 -0.582 0.183
H -0.897 1.900 -0.188
H -0.003 0.009 1.816
H 1.800 -1.216 -0.022
H -0.872 -0.954 -1.035

Atomic partial charges in e from the Mulliken method, atoms 1 to 8:
1. O -0.48
2. C -0.40
3. C -0.48
4. C -0.08
5. C -0.29
6. H 0.24
7. H 0.31
8. H 0.36

=====

Entry 5:
ORCA calculation (the ωB97M-V functional and the def2-TZVPD basis) on a molecular structure, C4H6O.

E_tot = -6290.147 eV
strongest force on any atom = 0.6 eV Å⁻¹
frontier orbital gap = 0.38046 hartree
charge = 0

Cartesian coordinates (Å):
O -1.964 -0.280 -0.851
C -0.459 -0.864 1.063
C 0.474 0.091 1.237
C -1.059 -0.111 -0.080
C 0.007 1.009 0.119
H 0.746 -0.863 -2.210
H 1.296 0.196 1.935
H 1.346 -0.511 -2.472
H 0.697 1.156 -0.720
H -0.393 1.981 0.427
H -0.690 -1.804 1.551

Atomic partial charges in e from the Mulliken method, atoms 1 to 8:
1. O -0.56
2. C -0.55
3. C -0.11
4. C 0.41
5. C -0.38
6. H -0.10
7. H 0.38
8. H 0.10

=====

Entry 6:
ORCA calculation (the ωB97M-V functional and the def2-TZVPD basis) on C4H6O in the gas phase.

SMILES = CCC=C=O
E_tot = -6290.119 eV
strongest force on any atom = 4.3 eV Å⁻¹
frontier orbital gap = 0.35034 hartree
charge = 0

Cartesian coordinates (Å):
O 2.144 -1.842 0.819
C 0.093 0.654 0.043
C -1.377 0.304 0.157
C 1.523 -1.030 0.227
C 0.917 -0.336 -0.712
H -1.854 0.333 -0.824
H 0.248 1.683 -0.273
H 1.023 0.605 0.908
H -1.513 -0.700 0.555
H -1.890 1.005 0.814
H 0.684 -0.676 -1.714

Atomic partial charges in e from the Mulliken method, atoms 1 to 8:
1. O -0.41
2. C -0.31
3. C -1.04
4. C 0.43
5. C -0.42
6. H 0.30
7. H 0.34
8. H 0.16

=====

Entry 7:
ORCA calculation (the ωB97M-V functional and the def2-TZVPD basis) on C4H6O in the gas phase.

SMILES = C1=CCOC1
E_tot = -6291.057 eV
strongest force on any atom = 3.8 eV Å⁻¹
frontier orbital gap = 0.38450 hartree
charge = 0

Cartesian coordinates (Å):
O 0.012 -1.294 -0.298
C -1.138 -0.554 0.068
C 1.184 -0.502 0.035
C 0.632 0.841 -0.045
C -0.680 0.925 -0.103
H -1.938 -0.866 -0.638
H -1.273 1.794 -0.375
H 1.515 -0.642 1.115
H 1.242 1.753 -0.201
H 1.998 -0.672 -0.697
H -1.554 -0.784 1.139

Atomic partial charges in e from the Mulliken method, atoms 1 to 8:
1. O -0.36
2. C -0.34
3. C -0.32
4. C -0.31
5. C -0.32
6. H 0.25
7. H 0.38
8. H 0.20

=====

Entry 8:
ORCA calculation (the ωB97M-V functional and the def2-TZVPD basis) on C4H6O in the gas phase.

SMILES = C[C@H]1C=CO1
E_tot = -6289.065 eV
strongest force on any atom = 5.3 eV Å⁻¹
frontier orbital gap = 0.36293 hartree
charge = 0

Cartesian coordinates (Å):
O -1.276 -0.216 -0.031
C 0.616 0.392 1.450
C -0.935 -0.816 -1.185
C 0.315 -0.417 -1.437
C -0.042 0.519 0.109
H -0.134 1.519 -0.268
H 1.615 0.927 1.428
H -1.712 -1.191 -1.845
H 1.095 -0.713 -2.032
H 0.788 -0.659 1.590
H -0.329 0.656 2.221

Atomic partial charges in e from the Mulliken method, atoms 1 to 8:
1. O -0.36
2. C -0.91
3. C -0.09
4. C -0.59
5. C 0.08
6. H 0.36
7. H 0.31
8. H 0.34

=====

Entry 9:
ORCA calculation (the ωB97M-V functional and the def2-TZVPD basis) on a molecular structure, C4H6O.

E_tot = -6286.112 eV
strongest force on any atom = 3.8 eV Å⁻¹
frontier orbital gap (alpha / beta) = 0.22602 / 0.37873 hartree
charge = 0

Cartesian coordinates (Å):
O 0.303 1.827 -0.350
C 1.044 -0.391 -0.601
C -0.487 -0.379 0.793
C 0.082 0.566 -0.285
C 0.702 -1.269 0.355
H -1.276 -0.860 0.243
H -2.195 0.951 -1.477
H -0.296 2.303 0.211
H 0.913 -2.229 0.549
H 1.936 -0.386 -1.257
H -0.727 -0.132 1.820

Atomic partial charges in e from the Mulliken method, atoms 1 to 8:
1. O -0.34
2. C -0.29
3. C -0.23
4. C -0.19
5. C -0.71
6. H 0.17
7. H 0.00
8. H 0.31

=====

Entry 10:
ORCA calculation (the ωB97M-V functional and the def2-TZVPD basis) on C4H6O in the gas phase.

SMILES = C=CCC=O
E_tot = -6289.573 eV
strongest force on any atom = 6.7 eV Å⁻¹
frontier orbital gap = 0.38914 hartree
charge = 0

Cartesian coordinates (Å):
O 1.796 0.967 1.294
C -1.606 -0.706 -1.594
C -0.774 -0.975 -0.543
C 0.625 0.384 1.150
C 0.123 0.291 -0.219
H -0.503 1.281 -0.279
H -2.295 -1.529 -1.909
H 0.923 0.238 -0.925
H -0.789 -1.857 0.100
H -1.885 0.249 -2.287
H -0.023 -0.088 2.177

Atomic partial charges in e from the Mulliken method, atoms 1 to 8:
1. O -0.50
2. C -0.67
3. C -0.23
4. C -0.04
5. C -0.14
6. H 0.26
7. H 0.24
8. H 0.27